Computed, not measured: a structure of composition C36H100As3F18N7O7 at a distorted geometry, with wB97M-V/def2-TZVPD.

Calculated values
Charge = +4
Highest occupied orbital energy = -15.04 eV
Calculated total energy = -10845.2132 Ha
HOMO-LUMO gap = 7.154 eV
Energy above the lowest of the compared OMol25 structures with the same formula, charge and spin = 7.099 eV

The geometry in XYZ format:
```
171
Properties=species:S:1:pos:R:3:lowdin_charge:R:1
C 2.72624 3.77742 7.90862 -0.05
C 1.18751 3.44160 7.84825 -0.09
N 0.63413 3.03451 6.38764 -0.21
C -0.90000 2.78998 6.57359 0.03
C 0.67473 4.20510 5.41493 -0.22
C 0.05875 4.04026 4.10652 -0.08
C 1.27549 1.86018 5.62569 -0.07
C 1.45776 0.51063 6.32464 -0.18
O 0.21265 0.20073 6.92627 -0.20
C 0.29745 -0.99089 7.67473 -0.09
H 2.92316 4.77881 7.52578 0.07
H 3.40141 3.15834 7.31788 0.08
H 3.05542 3.69668 8.94457 0.09
H 0.54684 4.19080 8.31338 0.13
H 1.08210 2.63761 8.57665 0.12
H -0.92504 2.13578 7.44510 0.10
H -1.18021 2.20962 5.69452 0.09
H -1.41166 3.75079 6.62956 0.11
H 1.73547 4.45585 5.40738 0.14
H 0.24451 5.02387 5.99165 0.13
H 0.76010 3.45410 3.51271 0.09
H 0.23628 4.94832 3.53032 0.10
H -0.96057 3.66988 3.99748 0.09
H 2.21335 2.32072 5.31515 0.14
H 0.73503 1.62347 4.70919 0.13
H 2.26355 0.62705 7.04939 0.13
H 1.74011 -0.31527 5.67174 0.14
H -0.46198 -1.67615 7.29821 0.09
H 0.06495 -0.89301 8.73514 0.10
H 1.20859 -1.58597 7.61303 0.10
C -6.28720 4.29240 -7.18699 -0.05
C -4.76509 4.03128 -6.97736 -0.12
N -4.24906 4.17759 -5.48242 -0.18
C -4.88167 3.15019 -4.41659 0.05
C -2.69601 4.08213 -5.51287 -0.15
C -2.22557 2.68421 -5.95379 -0.06
C -4.79982 5.63289 -4.96145 -0.03
C -4.00968 6.30967 -3.82448 -0.25
O -3.86014 5.62593 -2.63852 -0.19
C -3.57391 6.53950 -1.54510 -0.06
H -6.50394 5.36011 -7.22045 0.08
H -6.90251 3.86154 -6.39716 0.08
H -6.63348 3.90908 -8.14682 0.10
H -4.07484 4.53294 -7.65560 0.14
H -4.71171 2.95432 -7.13672 0.11
H -4.52895 3.22867 -3.38823 0.10
H -4.85147 2.14132 -4.82818 0.09
H -5.93654 3.39611 -4.53854 0.08
H -2.37665 4.42166 -4.52755 0.12
H -2.32874 4.63279 -6.37887 0.13
H -1.16614 2.59673 -5.71286 0.10
H -2.61210 2.38217 -6.92717 0.08
H -2.60215 1.97025 -5.22131 0.07
H -5.85640 5.49030 -4.73474 0.12
H -4.85168 6.29298 -5.82730 0.13
H -4.55500 7.25284 -3.79042 0.14
H -2.95794 6.44714 -4.07557 0.13
H -4.43431 7.11557 -1.20458 0.10
H -2.78248 7.22340 -1.85170 0.08
H -3.08058 6.07849 -0.68942 0.09
C 2.87029 -2.35957 -5.47130 -0.02
C 2.43206 -3.62644 -6.16424 -0.29
C 1.73703 -4.70271 -5.40808 -0.21
O 1.56685 -5.86897 -6.19501 -0.16
C 0.17050 -6.27178 -6.33886 -0.05
N 1.59018 -3.28454 -7.41815 0.25
H 0.60573 -3.33451 -7.19796 0.15
H 1.79218 -2.41160 -7.88427 0.17
H 1.74938 -3.97606 -8.13687 0.17
H 3.60848 -1.87679 -6.11168 0.09
H 3.31641 -2.53529 -4.49242 0.11
H 2.12600 -1.59316 -5.25509 0.09
H 3.30066 -4.12690 -6.59222 0.16
H 0.83778 -4.28182 -4.95830 0.14
H 2.23129 -5.11335 -4.52764 0.16
H 0.05720 -7.10357 -7.03411 0.10
H -0.35959 -5.41106 -6.74663 0.07
H -0.30153 -6.59488 -5.41101 0.09
C -6.50685 -1.73220 2.26724 -0.04
C -5.41888 -1.68094 1.23616 -0.29
C -5.74579 -2.46622 -0.06631 -0.22
O -4.75341 -2.38089 -0.98808 -0.19
C -5.06462 -2.83454 -2.30658 -0.05
N -5.08017 -0.28477 0.82564 0.24
H -5.76108 0.27288 0.33018 0.18
H -4.81869 0.30553 1.60236 0.17
H -4.22119 -0.32854 0.29616 0.16
H -6.30011 -1.26637 3.23076 0.10
H -6.99776 -2.68791 2.45088 0.11
H -7.43446 -1.29796 1.89433 0.10
H -4.49685 -1.97145 1.73971 0.16
H -6.71922 -2.16367 -0.45232 0.14
H -5.86675 -3.53766 0.09331 0.14
H -5.19172 -3.91529 -2.36911 0.09
H -4.27537 -2.50764 -2.98359 0.10
H -6.02655 -2.39513 -2.57059 0.09
C 6.31632 -3.09587 3.12839 -0.04
C 7.18310 -3.17009 1.82873 -0.21
C 8.29683 -4.30796 1.88497 -0.20
O 7.74058 -5.59951 1.92331 -0.18
C 8.75224 -6.64461 2.23258 -0.03
N 6.10259 -3.48524 0.76132 0.23
H 5.38024 -4.10723 1.09516 0.15
H 5.70497 -2.57633 0.57190 0.16
H 6.51745 -3.92811 -0.04605 0.17
H 6.95585 -2.95178 3.99922 0.09
H 5.60862 -3.87739 3.40490 0.09
H 5.67961 -2.21266 3.07718 0.08
H 7.66329 -2.24435 1.51171 0.15
H 8.69165 -4.12283 2.88395 0.12
H 9.08957 -4.15023 1.15367 0.13
H 9.58265 -6.68807 1.52786 0.09
H 8.24428 -7.59476 2.06735 0.10
H 9.24961 -6.55183 3.19804 0.09
C 3.69019 8.78147 0.64319 0.00
C 2.82280 9.17769 -0.64496 -0.20
C 2.33149 7.95980 -1.51739 -0.19
O 1.21118 7.41718 -0.87353 -0.21
C 1.04595 5.95906 -1.18518 -0.04
N 1.60456 10.02638 -0.20271 0.22
H 1.79664 10.95962 0.13236 0.17
H 0.92975 10.18991 -0.93619 0.16
H 1.09910 9.59728 0.55917 0.16
H 4.36836 8.03786 0.22455 0.09
H 3.16209 8.26073 1.44196 0.09
H 4.39054 9.49552 1.07648 0.09
H 3.33861 9.87425 -1.30590 0.15
H 3.07841 7.18674 -1.69793 0.14
H 2.01508 8.21969 -2.52756 0.13
H 0.17874 5.48572 -0.72477 0.07
H 1.77382 5.41829 -0.58031 0.10
H 0.95338 5.58331 -2.20417 0.09
C -2.32778 -6.24974 2.97383 -0.02
C -2.96326 -7.10846 1.86212 -0.24
C -4.49511 -7.38099 1.94830 -0.18
O -4.82050 -8.38273 0.99110 -0.20
C -6.16706 -8.54980 0.64588 -0.08
N -2.75894 -6.45786 0.46276 0.25
H -1.77890 -6.50996 0.22421 0.17
H -3.22701 -6.97715 -0.26618 0.16
H -3.00700 -5.47880 0.46415 0.15
H -1.27933 -6.53310 3.06640 0.10
H -2.69475 -6.43975 3.98246 0.10
H -2.43407 -5.16997 2.86942 0.08
H -2.46963 -8.08020 1.87351 0.16
H -5.04211 -6.44680 1.82106 0.12
H -4.78824 -7.76370 2.92589 0.14
H -6.80395 -8.58364 1.52980 0.10
H -6.29774 -9.51458 0.15576 0.11
H -6.40665 -7.69151 0.01816 0.09
As 3.48440 -8.00197 0.24054 0.94
F 2.15009 -7.09369 -0.51601 -0.32
F 3.77091 -6.68243 1.48417 -0.34
F 4.80687 -9.01768 0.87836 -0.29
F 3.24595 -9.35743 -0.90512 -0.30
F 4.63658 -7.16844 -0.91374 -0.33
F 2.33279 -8.82990 1.44795 -0.34
As 0.26692 -1.23068 -0.58797 0.90
F 1.05741 -1.23423 1.01106 -0.29
F -0.49549 0.32180 -0.20282 -0.31
F -0.62377 -1.23831 -2.15349 -0.33
F 1.12338 -2.77259 -0.89784 -0.30
F -1.11131 -2.15203 0.17978 -0.35
F 1.63942 -0.34110 -1.41429 -0.31
As 6.07692 3.18784 1.51336 0.92
F 7.14887 4.60732 1.81612 -0.30
F 4.69169 3.94341 2.48404 -0.36
F 5.01934 1.65111 1.17422 -0.37
F 7.43082 2.42105 0.66158 -0.29
F 6.63397 2.44184 3.01729 -0.29
F 5.47433 3.99400 0.04961 -0.31
```